Below is 11 unconnected molecules or ions with the total composition C54H137N7O18, with properties calculated with the ωB97M-V functional and the def2-TZVPD basis.

Summary:
- total charge = 0
- orbital gap (eV) = 8.99
- max |F| (eV/A) = 2.861
- LUMO (eV) = 0.55
- SMILES = COCCNCCOC.COCCNCCOC.COCCNCCOC.COCCNCCOC.COCCNCCOC.COCCNCCOC.COCCNCCOC.CC(C)O.CC(C)O.CC(C)O.CC(C)O
- energy (a.u.) = -3876.7633
- energy above the lowest of the compared OMol25 structures with the same formula, charge and spin (kJ/mol) = 202.1

Each line ends with the Löwdin charge.
Geometry (Å):
C (-10.921, -3.320, -20.398)  -0.09
O (-10.163, -4.419, -20.934)  -0.20
C (-10.882, -4.862, -22.083)  -0.21
C (-10.086, -5.945, -22.825)  -0.19
N (-8.785, -5.497, -23.398)  -0.04
C (-8.068, -6.734, -23.865)  -0.18
C (-6.621, -6.244, -24.183)  -0.20
O (-5.935, -5.736, -23.036)  -0.21
C (-5.615, -6.728, -22.118)  -0.12
H (-11.885, -3.730, -20.097)  0.09
H (-11.093, -2.494, -21.088)  0.09
H (-10.429, -2.880, -19.531)  0.07
H (-10.980, -4.007, -22.752)  0.10
H (-11.844, -5.289, -21.802)  0.12
H (-10.663, -6.270, -23.691)  0.11
H (-9.911, -6.828, -22.211)  0.11
H (-8.274, -5.083, -22.631)  0.07
H (-8.612, -7.062, -24.751)  0.11
H (-8.046, -7.583, -23.182)  0.10
H (-6.674, -5.449, -24.927)  0.10
H (-6.147, -7.046, -24.750)  0.12
H (-4.801, -6.226, -21.595)  0.09
H (-5.199, -7.633, -22.561)  0.10
H (-6.409, -6.826, -21.377)  0.09
C (-10.346, -9.754, -13.476)  -0.12
O (-9.596, -9.263, -14.571)  -0.20
C (-10.304, -9.414, -15.798)  -0.20
C (-9.382, -8.857, -16.939)  -0.21
N (-9.568, -7.422, -17.079)  -0.05
C (-8.706, -6.890, -18.187)  -0.20
C (-8.520, -5.405, -18.134)  -0.22
O (-7.610, -5.086, -17.054)  -0.18
C (-7.483, -3.707, -16.751)  -0.10
H (-10.317, -10.843, -13.437)  0.08
H (-11.381, -9.412, -13.498)  0.09
H (-9.795, -9.483, -12.576)  0.09
H (-11.291, -8.950, -15.777)  0.12
H (-10.488, -10.485, -15.884)  0.11
H (-9.574, -9.391, -17.870)  0.11
H (-8.323, -8.978, -16.713)  0.11
H (-9.063, -7.093, -16.269)  0.10
H (-9.187, -7.062, -19.150)  0.11
H (-7.718, -7.335, -18.074)  0.12
H (-9.482, -4.894, -18.092)  0.11
H (-8.187, -5.068, -19.115)  0.10
H (-7.007, -3.162, -17.566)  0.06
H (-6.828, -3.535, -15.896)  0.08
H (-8.489, -3.302, -16.645)  0.08
C (-4.340, -3.672, -25.857)  -0.10
O (-4.171, -4.451, -26.999)  -0.18
C (-3.977, -3.739, -28.209)  -0.23
C (-3.053, -4.529, -29.132)  -0.16
N (-1.712, -4.786, -28.478)  -0.07
C (-0.828, -5.595, -29.290)  -0.21
C (-0.254, -4.722, -30.444)  -0.24
O (-1.166, -4.579, -31.480)  -0.19
C (-0.707, -3.724, -32.476)  -0.13
H (-5.233, -3.064, -25.998)  0.06
H (-3.525, -2.949, -25.841)  0.10
H (-4.513, -4.264, -24.958)  0.08
H (-3.432, -2.804, -28.080)  0.11
H (-4.838, -3.313, -28.722)  0.12
H (-2.755, -3.895, -29.968)  0.11
H (-3.482, -5.429, -29.573)  0.12
H (-1.784, -5.273, -27.596)  0.10
H (-1.429, -6.412, -29.689)  0.11
H (-0.008, -6.008, -28.703)  0.12
H (0.643, -5.190, -30.850)  0.12
H (0.030, -3.800, -29.936)  0.12
H (0.289, -3.910, -32.879)  0.09
H (-0.674, -2.694, -32.121)  0.09
H (-1.386, -3.729, -33.328)  0.09
C (-14.588, -4.670, -28.525)  -0.11
O (-13.525, -4.332, -29.426)  -0.20
C (-12.386, -5.256, -29.418)  -0.17
C (-11.598, -5.453, -28.060)  -0.19
N (-10.729, -4.276, -27.864)  -0.06
C (-9.608, -4.610, -26.969)  -0.21
C (-8.710, -3.371, -26.660)  -0.15
O (-9.441, -2.258, -26.054)  -0.19
C (-10.040, -2.640, -24.882)  -0.16
H (-15.176, -5.510, -28.894)  0.08
H (-15.192, -3.773, -28.386)  0.09
H (-14.204, -5.000, -27.560)  0.06
H (-11.712, -4.839, -30.166)  0.11
H (-12.632, -6.219, -29.866)  0.10
H (-10.974, -6.331, -28.225)  0.11
H (-12.270, -5.574, -27.211)  0.10
H (-11.346, -3.639, -27.381)  0.10
H (-9.024, -5.367, -27.492)  0.12
H (-10.058, -5.015, -26.063)  0.09
H (-8.267, -3.016, -27.591)  0.12
H (-7.847, -3.678, -26.070)  0.09
H (-10.424, -1.750, -24.384)  0.10
H (-9.272, -2.934, -24.166)  0.06
H (-10.803, -3.371, -25.151)  0.08
C (-10.854, 6.535, -17.771)  -0.11
O (-11.026, 6.061, -19.076)  -0.21
C (-11.220, 7.070, -20.069)  -0.20
C (-11.105, 6.449, -21.509)  -0.19
N (-9.902, 5.613, -21.605)  -0.07
C (-9.943, 4.636, -22.700)  -0.20
C (-8.758, 3.653, -22.673)  -0.22
O (-8.653, 3.103, -21.376)  -0.18
C (-7.506, 2.266, -21.239)  -0.09
H (-11.836, 6.650, -17.311)  0.09
H (-10.290, 7.467, -17.754)  0.09
H (-10.294, 5.797, -17.196)  0.08
H (-10.411, 7.799, -20.013)  0.11
H (-12.141, 7.646, -19.987)  0.12
H (-11.182, 7.216, -22.280)  0.11
H (-11.943, 5.768, -21.661)  0.10
H (-9.949, 5.058, -20.762)  0.08
H (-10.039, 5.266, -23.584)  0.12
H (-10.855, 4.045, -22.615)  0.11
H (-7.853, 4.145, -23.029)  0.12
H (-8.970, 2.946, -23.475)  0.11
H (-7.532, 1.533, -22.045)  0.07
H (-7.453, 1.729, -20.292)  0.07
H (-6.537, 2.745, -21.378)  0.09
C (-0.353, 4.196, -12.868)  -0.12
O (-0.597, 3.189, -13.812)  -0.20
C (0.510, 2.825, -14.640)  -0.22
C (0.083, 1.736, -15.621)  -0.18
N (-1.142, 2.116, -16.333)  -0.07
C (-0.951, 3.082, -17.349)  -0.21
C (-2.170, 3.203, -18.338)  -0.19
O (-2.445, 1.975, -18.967)  -0.23
C (-3.340, 1.909, -20.047)  -0.09
H (-1.286, 4.608, -12.484)  0.09
H (0.292, 5.002, -13.220)  0.08
H (0.195, 3.616, -12.126)  0.09
H (1.374, 2.400, -14.130)  0.12
H (0.804, 3.708, -15.208)  0.11
H (-0.227, 0.828, -15.105)  0.12
H (0.879, 1.569, -16.348)  0.11
H (-1.517, 1.306, -16.805)  0.08
H (-0.093, 2.814, -17.965)  0.11
H (-0.732, 4.048, -16.893)  0.12
H (-2.077, 4.008, -19.066)  0.11
H (-3.091, 3.467, -17.818)  0.12
H (-3.370, 0.913, -20.488)  0.08
H (-3.060, 2.657, -20.788)  0.09
H (-4.328, 2.134, -19.645)  0.08
C (5.713, -6.902, -23.327)  -0.10
O (5.175, -6.358, -22.085)  -0.20
C (4.377, -5.181, -22.366)  -0.22
C (3.767, -4.629, -21.076)  -0.21
N (2.772, -3.568, -21.309)  -0.07
C (1.487, -4.131, -21.770)  -0.19
C (0.364, -3.103, -21.471)  -0.22
O (-0.891, -3.453, -22.075)  -0.20
C (-1.990, -2.655, -21.711)  -0.10
H (5.984, -6.150, -24.068)  0.08
H (5.020, -7.600, -23.797)  0.08
H (6.591, -7.470, -23.018)  0.08
H (3.685, -5.555, -23.120)  0.11
H (4.907, -4.384, -22.888)  0.12
H (4.549, -4.195, -20.453)  0.12
H (3.374, -5.418, -20.434)  0.11
H (2.585, -3.038, -20.470)  0.10
H (1.163, -5.030, -21.247)  0.12
H (1.534, -4.332, -22.840)  0.11
H (0.609, -2.104, -21.832)  0.12
H (0.251, -2.898, -20.406)  0.11
H (-2.784, -2.669, -22.457)  0.07
H (-1.691, -1.622, -21.533)  0.09
H (-2.332, -3.136, -20.794)  0.08
C (-7.204, 0.530, -25.372)  -0.05
C (-5.951, -0.267, -25.666)  -0.50
C (-5.449, -0.211, -27.073)  -0.04
O (-4.933, 0.195, -24.783)  -0.06
H (-7.414, 0.568, -24.303)  0.06
H (-8.040, -0.002, -25.825)  0.08
H (-7.225, 1.554, -25.745)  0.08
H (-6.097, -1.273, -25.273)  0.10
H (-4.381, -0.422, -27.019)  0.08
H (-5.541, 0.761, -27.559)  0.09
H (-5.802, -0.947, -27.795)  0.08
H (-4.425, 0.842, -25.277)  0.09
C (-3.258, -1.259, -17.804)  -0.04
C (-3.729, -0.302, -16.736)  -0.50
C (-5.122, -0.672, -16.118)  -0.04
O (-2.786, -0.362, -15.710)  -0.06
H (-3.090, -2.236, -17.350)  0.09
H (-2.329, -0.959, -18.288)  0.08
H (-4.008, -1.274, -18.594)  0.07
H (-3.789, 0.717, -17.118)  0.12
H (-5.390, -0.062, -15.256)  0.07
H (-5.137, -1.683, -15.711)  0.07
H (-5.894, -0.587, -16.883)  0.06
H (-3.070, 0.174, -14.966)  0.10
C (-9.832, 2.493, -18.143)  -0.04
C (-10.337, 1.085, -18.513)  -0.47
C (-9.285, -0.054, -18.548)  -0.05
O (-11.210, 0.677, -17.521)  -0.06
H (-10.637, 3.227, -18.152)  0.07
H (-9.070, 2.858, -18.832)  0.06
H (-9.321, 2.514, -17.180)  0.08
H (-10.866, 1.075, -19.467)  0.14
H (-8.480, 0.117, -17.834)  0.07
H (-8.775, -0.120, -19.509)  0.05
H (-9.637, -1.072, -18.379)  0.06
H (-10.712, 0.453, -16.731)  0.09
C (-5.823, -3.096, -20.624)  -0.03
C (-5.726, -2.396, -21.978)  -0.48
C (-7.124, -1.944, -22.460)  -0.02
O (-4.968, -1.231, -21.818)  -0.06
H (-6.509, -3.941, -20.682)  0.07
H (-6.220, -2.457, -19.836)  0.07
H (-4.798, -3.356, -20.363)  0.07
H (-5.268, -2.949, -22.798)  0.12
H (-7.007, -1.586, -23.483)  0.05
H (-7.536, -1.226, -21.751)  0.08
H (-7.740, -2.844, -22.449)  0.06
H (-5.075, -0.687, -22.602)  0.06